(1)
{"formula": "C39H47CsN8O5SSe", "method": "ωB97M-V/def2-TZVPD", "elements": ["Cs", "C", "O", "C", "C", "O", "C", "C", "O", "C", "H", "H", "H", "H", "H", "H", "H", "H", "H", "H", "H", "H", "H", "H", "C", "C", "N", "N", "C", "O", "C", "C", "C", "C", "C", "C", "C", "C", "C", "C", "C", "N", "H", "H", "H", "H", "H", "H", "H", "H", "H", "H", "H", "H", "S", "C", "C", "C", "C", "C", "C", "N", "C", "O", "N", "C", "C", "C", "C", "N", "C", "C", "C", "H", "H", "H", "H", "H", "H", "H", "H", "H", "H", "H", "H", "H", "C", "N", "C", "C", "N", "C", "C", "Se", "H", "H", "H", "H", "H", "H", "H", "H"], "xyz": [[0.461592, 0.693639, 0.588078], [-2.190498, 2.365358, -1.976429], [-0.834013, 1.994870, -1.866255], [-0.398832, 1.153064, -2.910262], [-0.846404, -0.305750, -2.753888], [0.040636, -1.072987, -1.959324], [1.147691, -1.579812, -2.668891], [2.144996, -2.151753, -1.689156], [1.645288, -3.358883, -1.161617], [2.379680, -3.793626, -0.040734], [-2.386042, 2.830990, -2.952106], [-2.385383, 3.089370, -1.187650], [-2.864993, 1.516483, -1.833586], [0.692784, 1.195791, -2.890763], [-0.747290, 1.551408, -3.872989], [-0.955028, -0.767626, -3.744910], [-1.811625, -0.349182, -2.244035], [1.647804, -0.791659, -3.246460], [0.820432, -2.368064, -3.361450], [2.307018, -1.422878, -0.889618], [3.105782, -2.317086, -2.198984], [3.407733, -4.065088, -0.315756], [1.869657, -4.671806, 0.352537], [2.421189, -3.019559, 0.733514], [3.616559, -1.049954, 4.037909], [2.390071, -0.930581, 3.167213], [2.436574, -0.539312, 1.939805], [3.652564, -0.263641, 1.412866], [3.654288, 0.432400, 0.279796], [2.703600, 1.034281, -0.282082], [5.030228, 0.544157, -0.321088], [6.176736, 0.569285, 0.469239], [7.425379, 0.736817, -0.109735], [7.545073, 0.864859, -1.486682], [6.409843, 0.817871, -2.283934], [5.161541, 0.660416, -1.702514], [1.082874, -1.288950, 3.720971], [0.951395, -1.769753, 5.032578], [-0.294878, -2.110193, 5.518786], [-1.402983, -1.974905, 4.694954], [-1.182678, -1.494829, 3.413201], [0.001043, -1.153409, 2.934960], [4.476735, -0.732785, 3.456101], [3.765834, -2.087178, 4.349265], [3.535538, -0.427918, 4.931588], [6.067539, 0.468267, 1.539828], [8.311767, 0.769374, 0.512480], [8.518436, 1.003226, -1.941903], [6.498975, 0.919265, -3.358729], [4.266763, 0.638983, -2.312877], [1.824758, -1.864442, 5.661817], [-0.406348, -2.476811, 6.531843], [-2.394707, -2.233838, 5.038620], [-2.012861, -1.386590, 2.719916], [-2.234554, 2.365675, 1.730047], [-0.864758, 3.152075, 1.730368], [-5.368892, 5.846278, -0.900307], [-5.953119, 4.836309, 0.050228], [-5.146687, 4.102792, 0.913089], [-5.680787, 3.166317, 1.780535], [-7.049706, 2.908996, 1.779013], [-7.642578, 1.936926, 2.619510], [-7.089636, 0.807391, 3.183453], [-7.489477, 0.384220, 4.254544], [-6.061354, 0.183243, 2.511259], [-5.828314, 0.075919, 1.128218], [-6.849672, 0.096041, 0.179830], [-6.503449, -0.001388, -1.157859], [-5.169820, -0.125507, -1.502794], [-4.191940, -0.176836, -0.601515], [-4.523764, -0.091631, 0.678228], [-7.869412, 3.660509, 0.942357], [-7.326427, 4.610248, 0.093531], [-4.345524, 6.096579, -0.624103], [-5.958342, 6.764252, -0.908012], [-5.353570, 5.455047, -1.920237], [-4.073716, 4.261739, 0.922910], [-5.022263, 2.644130, 2.461566], [-8.512597, 2.196214, 3.052978], [-5.499380, -0.405267, 3.103534], [-7.885388, 0.184700, 0.472498], [-7.268675, 0.029918, -1.922066], [-4.858696, -0.176457, -2.540981], [-3.701576, -0.107698, 1.389577], [-8.941228, 3.491213, 0.954611], [-7.983280, 5.179568, -0.554858], [4.044966, 3.967489, -1.594988], [2.904796, 4.408615, -0.837111], [2.784653, 4.282003, 0.537264], [1.606854, 4.829959, 0.883170], [1.004169, 5.271959, -0.278491], [-0.327743, 5.824665, -0.342613], [1.802707, 5.004065, -1.342080], [1.470584, 5.396766, -3.102243], [4.882152, 4.658442, -1.471638], [3.773871, 3.924552, -2.646835], [4.328986, 2.980956, -1.252417], [3.526895, 3.779846, 1.131546], [1.123134, 4.914688, 1.836654], [-0.358493, 6.809455, 0.126369], [-1.011576, 5.152379, 0.177898], [-0.608002, 5.917321, -1.388593]], "forces_ev_per_a": [[-3.368, 0.207, -0.085], [-0.040, 0.142, -0.019], [-0.006, -0.042, -0.079], [-0.054, -0.128, 0.002], [-0.011, 0.126, -0.080], [-0.035, -0.007, 0.023], [0.168, -0.096, 0.066], [-0.100, 0.106, -0.055], [-0.060, -0.045, -0.025], [0.006, 0.003, 0.029], [0.033, -0.002, 0.000], [-0.012, -0.023, 0.012], [0.035, 0.010, -0.002], [-0.001, 0.041, -0.085], [0.036, 0.004, -0.005], [-0.004, -0.029, 0.023], [-0.024, 0.034, -0.054], [-0.034, 0.026, 0.003], [-0.001, 0.047, -0.042], [0.044, 0.012, 0.029], [-0.001, -0.024, 0.011], [-0.007, 0.009, 0.002], [0.036, -0.011, 0.013], [-0.013, 0.005, -0.011], [-0.113, -0.004, -0.145], [0.833, 0.176, -0.239], [0.455, -0.412, 0.607], [0.671, -0.277, 0.077], [0.005, 0.274, 0.256], [2.498, -0.108, -0.838], [0.099, -0.050, -0.100], [-0.039, 0.023, -0.014], [0.047, -0.003, -0.017], [0.029, -0.001, -0.067], [0.032, -0.010, -0.007], [-0.077, -0.026, 0.033], [-0.733, -0.212, 0.233], [0.270, 0.137, -0.136], [-0.220, 0.012, -0.035], [0.224, -0.049, 0.149], [-0.248, 0.007, -0.122], [0.290, -0.271, 0.201], [0.013, -0.010, 0.041], [0.009, 0.013, 0.074], [-0.015, -0.026, 0.036], [0.002, -0.012, 0.009], [-0.017, 0.009, 0.016], [0.005, -0.007, 0.027], [-0.013, -0.024, 0.000], [-0.025, 0.053, 0.024], [-0.003, -0.020, 0.007], [0.027, -0.001, 0.003], [-0.026, 0.012, -0.056], [0.001, 0.070, 0.033], [-0.976, -0.487, 0.223], [0.518, 0.848, 0.270], [-0.008, -0.054, 0.002], [-0.102, 0.015, 0.036], [0.014, 0.156, -0.122], [-0.234, -0.187, 0.121], [0.309, 0.157, -0.201], [-0.054, -0.164, -0.161], [-0.074, 0.206, 0.194], [-0.005, -0.057, -0.026], [0.156, -0.041, -0.102], [-0.409, 0.125, -0.196], [0.279, 0.007, 0.094], [-0.133, 0.078, 0.032], [0.152, 0.022, 0.006], [-0.097, -0.224, -0.076], [0.266, 0.163, 0.057], [-0.108, -0.141, -0.012], [0.051, 0.023, 0.023], [0.009, 0.000, -0.013], [0.012, 0.015, -0.011], [0.026, 0.018, -0.004], [-0.035, -0.043, 0.057], [0.053, -0.040, -0.064], [0.026, -0.021, 0.148], [-0.091, -0.044, 0.088], [-0.045, 0.066, 0.103], [0.018, -0.021, -0.019], [-0.065, -0.010, -0.019], [-0.031, 0.031, -0.009], [0.015, -0.031, -0.038], [-0.013, 0.009, 0.011], [0.190, -0.011, -0.146], [-0.304, -0.002, 0.149], [0.058, 0.112, -0.002], [0.084, 0.067, 0.075], [0.261, -0.200, -0.014], [-0.246, 0.043, -0.023], [0.007, 0.035, 0.259], [-0.066, 0.111, -0.457], [-0.031, 0.016, -0.008], [-0.047, 0.024, 0.020], [0.040, -0.113, 0.057], [0.022, 0.023, -0.035], [-0.101, -0.116, -0.029], [0.044, -0.003, 0.005], [0.049, 0.013, 0.055], [0.048, -0.001, -0.023]], "de_lowest_kj_mol": 225.91, "orbital_gap_ev": [4.156, 6.502], "charge": -1, "multiplicity": 2}

***

(2)
{"formula": "C17H23N4O4", "method": "ωB97M-V/def2-TZVPD", "elements": ["O", "O", "O", "O", "C", "C", "C", "C", "C", "C", "C", "C", "C", "C", "C", "C", "N", "N", "N", "N", "C", "C", "C", "C", "C", "H", "H", "H", "H", "H", "H", "H", "H", "H", "H", "H", "H", "H", "H", "H", "H", "H", "H", "H", "H", "H", "H", "H"], "xyz": [[0.663629, 2.028493, 3.550422], [-2.029341, -0.773130, -3.539824], [-0.455818, -3.073281, 0.359210], [-1.478294, 2.520358, 2.844602], [-0.283830, 1.873658, 2.788291], [-1.176390, -1.634316, -3.403385], [0.335348, -3.409220, -0.511980], [2.622512, 0.051573, -3.194083], [1.532925, -0.197006, -2.404732], [1.056934, 1.544528, -3.693089], [-2.436383, 4.671929, 6.300826], [-2.152355, 3.306731, 6.400200], [-2.395311, 5.305127, 5.055020], [-1.822673, 2.578072, 5.251548], [-2.069458, 4.569991, 3.909602], [-1.768273, 3.207452, 3.996881], [2.310740, 1.141747, -3.990526], [1.072858, -4.512936, -0.366348], [-0.805941, -1.996867, -2.176910], [0.564169, 0.743974, -2.726820], [-0.073846, 0.924933, 1.621933], [-0.452971, -2.184977, -4.615410], [2.057073, -5.071748, -1.296221], [1.414091, -1.304856, -1.374036], [0.505325, -2.501136, -1.745298], [3.557106, -0.500224, -3.187508], [0.514195, 2.354347, -4.177296], [-2.693382, 5.239145, 7.190863], [-2.187163, 2.813426, 7.367666], [-2.621722, 6.364716, 4.977074], [-1.603627, 1.519085, 5.334667], [-2.044943, 5.057497, 2.941588], [2.923671, 1.567333, -4.682200], [0.891360, -5.026659, 0.485136], [-1.462025, -1.768069, -1.439447], [-0.399378, 0.738882, -2.395901], [-0.888721, 0.197038, 1.591425], [-0.061849, 1.489918, 0.688148], [0.872982, 0.390083, 1.735180], [0.575163, -1.833993, -4.633786], [-0.479533, -3.273010, -4.586812], [-0.970006, -1.846054, -5.513114], [1.564910, -5.399347, -2.214717], [2.827972, -4.336432, -1.533481], [2.539049, -5.939575, -0.839135], [1.035935, -0.855585, -0.453692], [2.412201, -1.684764, -1.146507], [0.963084, -3.076853, -2.548025]], "forces_ev_per_a": [[-2.148, 0.232, -0.656], [-0.535, 0.137, -0.068], [-0.017, 0.323, -0.455], [0.723, -1.177, -0.729], [2.736, -0.063, 0.782], [0.127, 1.090, -1.591], [-0.761, 0.611, 0.809], [-0.577, -0.041, 0.422], [0.504, -0.898, 0.014], [0.096, -0.376, 0.046], [0.069, -0.097, -0.278], [0.024, 0.257, -0.650], [0.046, -0.630, 0.125], [-0.007, 0.156, -0.246], [0.099, -0.191, 0.059], [-0.511, 1.312, 2.039], [-0.897, -0.042, 0.550], [0.826, -0.650, -0.387], [0.953, -1.201, 1.799], [1.153, 0.189, -0.860], [-0.878, -0.013, -0.047], [-0.431, -0.249, 0.255], [-0.333, 0.157, -0.009], [-0.125, 0.350, 0.087], [-0.382, 0.075, -0.554], [-0.172, 0.441, -0.263], [0.245, -0.288, 0.204], [0.049, -0.080, -0.136], [0.019, 0.028, -0.207], [0.044, -0.183, -0.047], [0.024, 0.074, -0.051], [0.032, -0.054, 0.026], [-0.319, -0.048, 0.243], [-0.070, 0.162, -0.049], [0.158, 0.084, 0.141], [0.071, 0.052, -0.153], [0.005, 0.053, -0.181], [-0.119, 0.016, -0.042], [-0.204, 0.324, 0.213], [0.211, -0.076, -0.040], [0.247, -0.089, -0.086], [0.061, 0.037, 0.189], [0.153, -0.040, -0.013], [0.041, -0.094, -0.018], [-0.144, 0.239, -0.028], [-0.091, -0.109, 0.103], [0.068, 0.179, -0.067], [-0.065, 0.109, -0.192]], "de_lowest_kj_mol": 39.29, "orbital_gap_ev": 7.448, "charge": 1, "multiplicity": 1}

***

(3)
{"formula": "C4H15N2O2", "method": "ωB97M-V/def2-TZVPD", "elements": ["N", "C", "C", "N", "C", "C", "O", "H", "H", "H", "H", "H", "H", "H", "H", "H", "H", "H", "H", "H", "H", "H", "O"], "xyz": [[0.119872, 1.146109, -1.413062], [0.369534, 2.034734, -0.230462], [0.163277, 1.200635, 1.061711], [1.065630, 0.082487, 0.940082], [0.679891, -1.274636, 1.388078], [0.712546, -2.162524, 0.164543], [-0.427444, -1.975902, -0.653379], [0.756813, 1.336543, -2.177389], [-0.872649, 1.213208, -1.700939], [0.131816, 0.152872, -1.129326], [1.323237, 2.555678, -0.251849], [-0.414883, 2.794859, -0.285372], [0.473403, 1.889472, 1.843275], [-0.876200, 0.892566, 1.180224], [2.000346, 0.268425, 1.277307], [1.205684, -1.740919, 2.217969], [-0.407407, -1.237800, 1.567834], [0.913288, -3.207123, 0.424211], [1.648067, -1.886823, -0.364901], [-0.430050, -2.659363, -1.319825], [-2.380931, -0.497388, -0.611227], [-3.326031, 0.627658, -1.104831], [-2.427811, 0.447232, -0.822673]], "forces_ev_per_a": [[-0.563, -0.054, 0.020], [-1.788, 0.124, 0.606], [1.230, 0.788, -0.639], [0.519, -1.249, 0.774], [-2.094, 0.414, -1.545], [2.420, -0.779, 0.045], [-0.152, 0.676, 0.296], [0.007, -0.232, -0.198], [0.321, 0.303, -0.024], [0.864, -0.032, 0.073], [0.180, -0.507, -0.288], [0.227, 0.107, 0.067], [-0.410, -0.021, 0.513], [0.161, 0.014, -0.025], [-0.075, 0.392, -0.078], [0.172, 0.471, 0.091], [0.323, 0.013, 0.822], [-0.741, -0.113, 0.094], [-0.459, 0.012, -0.194], [-0.070, -0.280, -0.336], [-0.033, 0.104, -0.092], [-0.273, -0.043, 0.009], [0.233, -0.106, 0.005]], "de_lowest_kj_mol": 116.94, "orbital_gap_ev": 10.062, "charge": 1, "multiplicity": 1}

***

Question: Which of these has the highest multiplicity?
Answer: C39H47CsN8O5SSe

***

Question: Look up the multiplicity of the third one.
Answer: 1